Formula: C35H79N5O5
Source: the Open Molecules 2025 dataset
Level of theory: ωB97M-V with the def2-TZVPD basis set

Structure (ORCA input):
```
! wB97M-V def2-TZVPD RIJCOSX def2/J DEFGRID3
* xyz 0 1
C -7.431 7.987 26.733
C -7.525 6.849 27.758
C -7.305 5.502 27.036
C -6.431 7.040 28.814
C -6.654 6.261 30.122
C -8.087 6.365 30.644
C -9.189 6.126 29.595
C -9.352 4.622 29.394
C -10.476 6.718 30.172
N -8.839 6.873 28.396
O -9.857 6.753 27.418
H -8.000 8.849 27.097
H -6.412 8.371 26.666
H -7.808 7.648 25.771
H -7.236 4.716 27.786
H -8.176 5.245 26.425
H -6.485 5.524 26.314
H -5.485 6.682 28.411
H -6.335 8.099 29.064
H -6.258 5.247 30.019
H -6.027 6.725 30.891
H -8.192 7.354 31.094
H -8.217 5.585 31.398
H -9.908 4.423 28.467
H -10.032 4.168 30.124
H -8.458 4.001 29.363
H -10.595 6.455 31.221
H -11.366 6.456 29.597
H -10.393 7.806 30.093
H -10.273 7.621 27.413
C 1.810 3.677 23.962
C 1.058 2.657 23.092
C 0.048 1.940 24.016
C 0.298 3.422 22.009
C -0.059 2.550 20.785
C 1.208 1.937 20.198
C 1.960 1.068 21.216
C 1.151 -0.243 21.369
C 3.361 0.806 20.661
N 2.058 1.789 22.476
O 2.758 1.042 23.439
H 2.465 4.277 23.333
H 1.049 4.268 24.482
H 2.384 3.206 24.759
H -0.750 2.631 24.271
H -0.433 1.075 23.553
H 0.525 1.566 24.924
H -0.695 3.710 22.365
H 0.808 4.329 21.678
H -0.779 1.807 21.134
H -0.501 3.186 20.017
H 1.846 2.797 19.955
H 0.987 1.398 19.279
H 0.318 -0.144 22.063
H 1.751 -1.054 21.807
H 0.798 -0.625 20.413
H 3.820 1.784 20.503
H 3.314 0.307 19.695
H 3.951 0.252 21.388
H 2.259 0.222 23.583
C -1.906 7.831 33.571
C -1.282 6.517 34.067
C -0.041 6.766 34.930
C -2.315 5.774 34.914
C -3.467 5.117 34.165
C -2.861 4.110 33.178
C -1.846 4.790 32.243
C -1.108 3.676 31.505
C -2.611 5.569 31.150
N -0.884 5.590 32.996
O -0.021 6.274 32.091
H -2.054 8.477 34.440
H -1.290 8.343 32.832
H -2.889 7.657 33.140
H 0.303 5.830 35.361
H 0.698 7.298 34.335
H -0.341 7.413 35.761
H -1.770 4.931 35.384
H -2.544 6.285 35.856
H -4.100 4.603 34.888
H -4.047 5.859 33.613
H -3.694 3.729 32.589
H -2.333 3.344 33.749
H -1.820 3.032 30.979
H -0.562 2.975 32.150
H -0.380 4.004 30.760
H -3.382 4.964 30.677
H -1.936 5.941 30.377
H -3.043 6.475 31.578
H 0.725 5.671 32.013
C 0.096 7.408 25.480
O -1.298 7.545 25.612
C -1.942 8.062 24.453
C -3.457 8.177 24.809
C -4.050 9.258 23.912
N -3.693 8.505 26.208
H 0.570 8.356 25.209
H 0.363 6.649 24.733
H 0.485 7.058 26.436
H -1.508 9.033 24.174
H -1.699 7.393 23.616
H -3.857 7.197 24.542
H -5.088 9.468 24.185
H -4.087 8.954 22.863
H -3.520 10.210 23.962
H -3.238 9.399 26.385
H -3.121 7.847 26.733
C -3.400 3.978 23.840
O -3.126 2.906 24.721
C -3.407 3.134 26.087
C -2.635 4.273 26.750
C -1.247 3.881 27.193
N -3.473 4.732 27.888
H -3.134 3.615 22.848
H -2.915 4.915 24.110
H -4.491 4.115 23.785
H -4.486 3.282 26.245
H -3.212 2.181 26.589
H -2.625 5.121 26.056
H -1.331 3.088 27.936
H -0.632 4.713 27.542
H -0.716 3.526 26.307
H -4.120 5.467 27.599
H -2.892 5.356 28.455
*
```

## Properties
LUMO level: 0.6 eV
energy relative to the best compared isomer or geometry (same formula, charge and spin): 0.0 kJ/mol
SMILES string: CC1(C)CCCC(C)(C)N1O.CC1(C)CCCC(C)(C)N1O.CC1(C)CCCC(C)(C)N1O.COC[C@H](C)N.COC[C@H](C)N

Formula: C35H82AsBrN3O17P2S
Source: the Open Molecules 2025 dataset
Level of theory: ωB97M-V with the def2-TZVPD basis set

Structure (ORCA input):
```
! wB97M-V def2-TZVPD RIJCOSX def2/J DEFGRID3
* xyz -1 1
N -0.093 -7.287 -4.728
C -0.253 -6.372 -5.861
C 1.080 -5.900 -6.465
C 2.141 -6.991 -6.657
C 3.636 -6.561 -6.585
C 3.989 -5.255 -5.881
As 4.409 -5.257 -3.897
C 2.584 -4.491 -3.305
C 2.607 -3.723 -1.980
C 3.656 -2.612 -1.883
C 3.586 -1.581 -3.002
S 2.086 -0.536 -2.911
C 1.006 -1.443 -3.929
N 1.115 -1.658 -5.195
N 0.037 -2.460 -5.552
C -0.633 -2.642 -4.476
O -0.101 -2.035 -3.405
P 3.419 -7.467 -3.450
O 3.478 -7.288 -1.807
Br 5.016 -9.074 -3.696
P 6.756 -5.940 -4.399
O 7.556 -4.691 -4.603
O 6.991 -6.864 -5.731
O 7.423 -6.811 -3.201
H -0.842 -7.163 -4.061
H -0.130 -8.255 -5.019
H -0.910 -6.766 -6.649
H -0.757 -5.479 -5.474
H 0.824 -5.492 -7.451
H 1.437 -5.058 -5.877
H 1.990 -7.418 -7.656
H 1.968 -7.816 -5.959
H 4.234 -7.387 -6.181
H 3.980 -6.472 -7.624
H 3.253 -4.472 -6.086
H 4.929 -4.875 -6.298
H 4.866 -5.277 -2.328
H 4.999 -3.825 -4.042
H 1.894 -5.340 -3.189
H 2.162 -3.875 -4.105
H 2.779 -4.425 -1.156
H 1.615 -3.291 -1.785
H 4.657 -3.051 -1.869
H 3.516 -2.090 -0.928
H 4.421 -0.877 -2.958
H 3.598 -2.022 -3.999
H -1.538 -3.208 -4.326
H 3.720 -6.364 -1.597
H 7.400 -6.267 -6.373
H 6.737 -7.147 -2.611
C -1.864 0.631 3.021
O -2.077 0.037 1.761
C -0.961 0.138 0.889
C -0.726 -1.138 0.118
O -0.215 -2.211 0.887
C -1.077 -2.876 1.787
C -2.122 -3.747 1.129
O -3.159 -2.977 0.544
C -3.644 -3.501 -0.668
H -1.903 1.727 2.952
H -2.658 0.293 3.686
H -0.901 0.338 3.452
H -0.056 0.392 1.453
H -1.148 0.941 0.163
H 0.054 -0.927 -0.617
H -1.622 -1.430 -0.435
H -1.541 -2.187 2.497
H -0.423 -3.545 2.352
H -2.556 -4.402 1.897
H -1.637 -4.376 0.374
H -2.824 -3.761 -1.347
H -4.253 -2.729 -1.137
H -4.265 -4.391 -0.508
C 1.506 1.940 9.076
O 2.293 1.922 7.910
C 2.223 0.711 7.179
C 2.162 0.953 5.689
O 0.931 1.475 5.224
C 0.600 2.822 5.496
C 1.411 3.838 4.730
O 2.724 3.972 5.238
C 3.700 4.184 4.243
H 1.947 1.330 9.874
H 1.451 2.973 9.416
H 0.489 1.581 8.879
H 1.348 0.126 7.484
H 3.121 0.114 7.388
H 2.248 -0.024 5.207
H 3.009 1.558 5.358
H 0.604 3.037 6.568
H -0.431 2.923 5.145
H 0.902 4.809 4.810
H 1.428 3.548 3.673
H 3.595 3.467 3.422
H 4.674 4.041 4.709
H 3.646 5.199 3.834
C 3.013 9.294 0.832
O 1.766 8.835 1.297
C 0.652 9.520 0.756
C -0.480 8.578 0.416
O -0.253 7.761 -0.716
C 0.657 6.681 -0.605
C 0.172 5.524 0.235
O 0.201 5.836 1.618
C -0.857 5.272 2.353
H 3.281 10.260 1.276
H 3.759 8.557 1.123
H 3.022 9.391 -0.259
H 0.940 10.076 -0.144
H 0.281 10.242 1.497
H -1.336 9.201 0.141
H -0.767 7.990 1.291
H 1.640 7.015 -0.265
H 0.767 6.308 -1.625
H 0.833 4.668 0.047
H -0.843 5.248 -0.076
H -1.824 5.438 1.864
H -0.873 5.758 3.328
H -0.709 4.193 2.494
C -4.082 3.747 1.554
O -5.107 2.916 1.071
C -5.125 1.622 1.657
C -6.528 1.160 1.966
O -7.148 1.822 3.057
C -7.591 3.153 2.880
C -8.809 3.308 1.998
O -8.494 3.127 0.630
C -9.497 2.476 -0.111
H -3.101 3.452 1.159
H -4.300 4.763 1.224
H -4.037 3.736 2.650
H -4.530 1.607 2.576
H -4.669 0.916 0.954
H -6.453 0.116 2.278
H -7.151 1.192 1.069
H -6.786 3.808 2.539
H -7.885 3.479 3.881
H -9.204 4.323 2.142
H -9.576 2.592 2.316
H -9.849 1.572 0.400
H -9.060 2.188 -1.066
H -10.355 3.133 -0.299
*
```

## Properties
LUMO level: 1.7 eV

Formula: C35H82N4O4S
Source: the Open Molecules 2025 dataset
Level of theory: ωB97M-V with the def2-TZVPD basis set

Structure (ORCA input):
```
! wB97M-V def2-TZVPD RIJCOSX def2/J DEFGRID3
* xyz 0 1
C 0.086 2.263 2.709
C 1.531 2.983 2.274
C 1.121 4.344 1.456
C 2.341 1.860 1.398
C 3.487 2.454 0.388
C 4.887 2.676 1.275
C 3.767 1.335 -0.823
O 3.218 1.806 -2.121
C 1.765 1.525 -2.215
C 0.841 2.886 -2.411
C -0.774 2.619 -2.333
C -1.208 1.083 -1.957
S -0.098 -0.065 -2.958
O -0.895 -0.582 -4.197
O 0.234 -1.305 -2.067
O 1.420 0.649 -3.384
H -0.642 2.478 1.788
H -0.387 2.739 3.673
H 0.190 1.087 2.759
H 2.100 3.196 3.293
H 2.145 4.904 1.204
H 0.490 5.071 2.124
H 0.633 4.114 0.402
H 2.917 1.176 2.188
H 1.544 1.165 0.898
H 3.202 3.444 -0.167
H 5.802 2.937 0.555
H 4.669 3.622 1.956
H 5.126 1.736 1.961
H 4.951 1.288 -0.964
H 3.438 0.251 -0.530
H 1.488 0.895 -1.265
H 1.144 3.774 -1.710
H 1.063 3.254 -3.525
H -1.248 2.844 -3.405
H -1.279 3.425 -1.612
H -2.357 0.852 -2.080
H -0.896 0.913 -0.817
C -0.015 10.071 3.082
C -0.633 9.181 2.008
N -1.443 8.085 2.543
C -1.784 7.071 1.541
C -2.671 7.500 0.377
C -2.535 8.462 3.445
C -3.586 9.430 2.915
H 0.565 9.482 3.801
H 0.664 10.796 2.620
H -0.774 10.639 3.628
H 0.200 8.757 1.433
H -1.205 9.807 1.314
H -2.246 6.208 2.037
H -0.847 6.680 1.122
H -3.711 7.624 0.687
H -2.662 6.725 -0.397
H -2.329 8.428 -0.089
H -2.095 8.901 4.348
H -3.039 7.558 3.807
H -3.148 10.282 2.388
H -4.168 9.832 3.752
H -4.294 8.934 2.247
C -8.195 0.719 -1.586
C -7.331 -0.526 -1.773
N -5.925 -0.328 -1.413
C -5.050 -1.413 -1.867
C -5.275 -2.798 -1.269
C -5.663 0.157 -0.055
C -6.195 -0.674 1.108
H -7.777 1.576 -2.125
H -9.201 0.535 -1.978
H -8.301 0.988 -0.531
H -7.389 -0.793 -2.836
H -7.779 -1.356 -1.217
H -4.003 -1.127 -1.710
H -5.154 -1.497 -2.957
H -4.911 -2.859 -0.242
H -4.718 -3.543 -1.848
H -6.328 -3.095 -1.287
H -6.080 1.167 0.033
H -4.584 0.300 0.080
H -7.228 -0.997 0.957
H -6.173 -0.076 2.025
H -5.577 -1.556 1.290
C 2.869 -2.541 -2.181
C 3.733 -3.786 -2.367
N 5.139 -3.588 -2.007
C 6.013 -4.673 -2.461
C 5.788 -6.058 -1.864
C 5.401 -3.103 -0.649
C 4.869 -3.935 0.513
H 3.286 -1.684 -2.720
H 1.863 -2.725 -2.572
H 2.763 -2.273 -1.125
H 3.675 -4.053 -3.430
H 3.284 -4.616 -1.811
H 7.061 -4.388 -2.304
H 5.910 -4.757 -3.552
H 6.153 -6.119 -0.836
H 6.345 -6.803 -2.442
H 4.736 -6.355 -1.881
H 4.984 -2.093 -0.561
H 6.480 -2.960 -0.514
H 3.835 -4.257 0.363
H 4.890 -3.336 1.431
H 5.486 -4.816 0.696
C 0.031 -5.729 -0.983
C -0.182 -6.918 -0.051
N 0.839 -7.960 -0.181
C 0.478 -9.215 0.486
C 0.328 -9.190 2.003
C 2.230 -7.535 0.004
C 2.595 -6.866 1.324
H 0.119 -6.052 -2.026
H -0.823 -5.046 -0.916
H 0.925 -5.157 -0.718
H -1.159 -7.348 -0.307
H -0.261 -6.553 0.978
H 1.202 -9.993 0.216
H -0.473 -9.562 0.060
H 1.296 -9.138 2.504
H -0.154 -10.115 2.340
H -0.292 -8.358 2.349
H 2.485 -6.843 -0.807
H 2.898 -8.390 -0.154
H 1.869 -6.108 1.629
H 3.564 -6.364 1.224
H 2.699 -7.594 2.131
*
```

## Properties
LUMO level: 0.1 eV
SMILES string: CC(C)C[C@@H](C)CO[C@H]1CCCS(=O)(=O)O1.CCN(CC)CC.CCN(CC)CC.CCN(CC)CC.CCN(CC)CC